i) Density functional theory data (ωB97M-V/def2-TZVPD) for a cluster of 2 separate species, C2H2F3NO in total.

## Properties
* net charge: 0
* SMILES: N=C(F)F.O=CF
* LUMO energy: 0.6147 eV

```
9
Properties=species:S:1:pos:R:3:lowdin_charge:R:1
N 1.52 -0.39 -1.20 0.189
C 1.90 0.12 -0.17 -0.575
F 1.58 -0.21 1.11 0.091
F 2.90 0.93 -0.07 0.167
H 0.73 -1.14 -1.19 0.127
O -1.41 0.96 1.00 0.130
C -2.06 0.18 0.41 -0.331
F -3.33 0.43 0.01 0.051
H -1.82 -0.88 0.10 0.151
```


ii) Density functional theory data (ωB97M-V/def2-TZVPD) for a cluster of 2 separate species, C2H2F3NO in total.

## Properties
* net charge: 0
* SMILES: [O-][N+]#CF.FCF
* LUMO energy: -0.6220 eV

```
9
Properties=species:S:1:pos:R:3:lowdin_charge:R:1
O 4.55 1.05 0.94 0.053
N 4.33 0.00 0.47 -0.102
C 4.65 -1.08 0.06 -0.105
F 4.16 -2.09 -0.53 0.147
F -0.71 -0.33 -0.58 -0.013
C 0.46 -0.27 0.17 -0.252
F 1.32 0.45 -0.53 0.023
H 0.89 -1.36 0.20 0.157
H 0.32 0.24 1.04 0.091
```


iii) Density functional theory data (ωB97M-V/def2-TZVPD) for a cluster of 2 separate species, C2H2F3NO in total.

## Properties
* net charge: 0
* LUMO energy (spin up / spin down): -0.2247 / -0.6233 eV

```
9
Properties=species:S:1:pos:R:3:lowdin_charge:R:1
C -0.34 0.27 -0.29 -0.099
C 0.51 -0.73 0.43 -0.395
N -2.73 -0.15 -0.69 0.099
O -3.29 -0.16 0.30 0.027
F -0.46 1.47 0.30 0.018
F 1.82 -0.77 -0.03 0.011
F 0.09 -1.98 0.23 0.074
H -0.13 0.33 -1.27 0.076
H 0.75 -0.46 1.56 0.190
```


Each structure's energy above the most stable one, in eV: i) 0.000; ii) 4.391; iii) 4.025.


i) Density functional theory data (ωB97M-V/def2-TZVPD) for the molecule C11H12N2O2.

## Properties
* net charge: 0
* SMILES: N[C@@H](Cc1c[nH]c2ccccc12)C(=O)O
* LUMO energy: 0.6600 eV

```
27
Properties=species:S:1:pos:R:3:lowdin_charge:R:1
N -1.55 1.43 1.54 0.051
C -0.41 1.68 0.64 -0.317
C -0.61 1.42 -0.83 -0.064
C -0.66 -0.18 -0.98 -0.170
C -1.72 -0.97 -1.19 -0.087
N -1.40 -2.35 -0.97 0.064
C 0.03 -2.43 -0.63 -0.146
C 0.89 -3.51 -0.50 -0.056
C 2.23 -3.27 -0.43 -0.102
C 2.65 -1.92 -0.51 -0.108
C 1.84 -0.83 -0.67 -0.041
C 0.47 -1.08 -0.79 -0.153
C -0.27 3.21 1.10 -0.498
O -0.76 4.15 0.65 0.177
O 0.10 3.11 2.42 0.025
H -2.41 1.78 1.12 0.106
H -1.58 0.43 1.49 0.074
H 0.51 1.26 1.17 0.168
H 0.20 2.08 -1.25 0.138
H -1.60 1.70 -1.20 0.110
H -2.77 -0.54 -1.24 0.142
H -2.16 -3.03 -0.87 0.139
H 0.54 -4.55 -0.25 0.125
H 2.96 -4.06 -0.23 0.103
H 3.76 -1.93 -0.57 0.110
H 2.35 0.10 -0.91 0.117
H -0.54 2.52 2.84 0.092
```


ii) Density functional theory data (ωB97M-V/def2-TZVPD) for the molecule C11H12N2O2.

## Properties
* net charge: 0
* SMILES: Cn1c(CCc2ccccc2)noc1=O
* LUMO energy: 0.5313 eV

```
27
Properties=species:S:1:pos:R:3:lowdin_charge:R:1
C 1.32 0.18 3.27 0.013
N 1.83 -0.82 2.35 0.018
C 1.11 -1.41 1.28 -0.263
C -0.06 -0.87 0.58 -0.117
C 0.44 -0.20 -0.67 -0.172
C -0.64 0.41 -1.48 -0.246
C -1.52 -0.37 -2.22 -0.053
C -2.52 0.22 -2.97 -0.090
C -2.68 1.63 -3.01 -0.084
C -1.74 2.42 -2.32 -0.087
C -0.76 1.81 -1.52 -0.042
N 1.72 -2.50 0.86 0.159
O 2.84 -2.66 1.72 0.060
C 2.76 -1.66 2.67 -0.508
O 3.49 -1.55 3.70 0.038
H 1.75 0.01 4.26 0.097
H 0.23 0.13 3.39 0.095
H 1.60 1.20 2.95 0.104
H -0.74 -1.69 0.32 0.137
H -0.60 -0.14 1.20 0.127
H 1.01 -0.89 -1.29 0.130
H 1.14 0.61 -0.32 0.136
H -1.41 -1.46 -2.20 0.120
H -3.21 -0.45 -3.53 0.110
H -3.46 2.11 -3.65 0.110
H -1.85 3.52 -2.41 0.109
H -0.08 2.42 -0.96 0.101
```


Each structure's energy above the most stable one, in eV: i) 0.570; ii) 0.000.


i) Density functional theory data (ωB97M-V/def2-TZVPD) for the molecule C3HN3O.

## Properties
* net charge: 0
* SMILES: N#CC(C#N)=NO
* LUMO energy: -1.2405 eV

```
8
Properties=species:S:1:pos:R:3:lowdin_charge:R:1
N -2.98 -0.56 0.16 0.134
C -1.69 -0.68 -0.20 -0.076
C -0.26 -0.41 -0.21 -0.270
C 1.05 -1.09 -0.10 -0.151
N 1.91 -1.79 0.12 0.192
N -0.25 0.86 0.00 0.067
O 1.06 1.36 -0.02 -0.032
H 1.16 2.30 0.25 0.135
```


ii) Density functional theory data (ωB97M-V/def2-TZVPD) for a cluster of 2 separate species, C3HN3O in total.

## Properties
* net charge: 0
* SMILES: N#CC#[N+][O-].C#N
* LUMO energy: -0.2154 eV

```
8
Properties=species:S:1:pos:R:3:lowdin_charge:R:1
N -1.90 -0.34 -2.48 0.177
C -1.25 0.26 -1.71 -0.202
C -0.57 0.91 -0.77 -0.011
N 0.00 1.28 0.15 -0.128
O 0.57 1.74 1.02 0.140
C 1.01 -1.31 1.23 -0.078
N 1.22 -1.23 2.33 0.095
H 0.92 -1.31 0.24 0.007
```


iii) Density functional theory data (ωB97M-V/def2-TZVPD) for the molecule C3HN3O.

## Properties
* net charge: 0
* SMILES: N#CC(C#N)=NO
* LUMO energy: -2.0203 eV

```
8
Properties=species:S:1:pos:R:3:lowdin_charge:R:1
N 2.94 -0.36 -0.31 0.155
C 1.73 -0.60 0.22 -0.102
C 0.40 -0.26 0.46 -0.304
C -0.75 -1.15 0.25 -0.115
N -1.64 -1.94 -0.29 0.153
N 0.09 0.97 -0.08 0.094
O -1.29 1.15 -0.06 -0.082
H -1.47 2.19 -0.20 0.201
```


Each structure's energy above the most stable one, in eV: i) 0.775; ii) 0.000; iii) 2.352.


i) Density functional theory data (ωB97M-V/def2-TZVPD) for a structure of composition C4H6IN2.

## Properties
* net charge: +1
* LUMO energy (spin up / spin down): -6.3379 / -6.3373 eV

```
13
Properties=species:S:1:pos:R:3:lowdin_charge:R:1
C 0.73 2.05 -0.14 -0.019
C -1.29 -0.30 -0.96 0.241
C 0.70 0.60 -0.22 -0.480
C -0.23 -1.33 0.99 0.015
N 0.70 1.60 -1.29 0.195
N -0.32 -0.29 -0.09 -0.126
I 3.18 -0.24 0.53 0.500
H 0.54 3.04 0.23 0.140
H -2.19 -0.85 -0.92 0.122
H -1.17 0.42 -1.79 0.130
H -1.08 -1.98 0.76 0.099
H -0.25 -0.86 2.04 0.152
H 0.69 -1.86 0.88 0.032
```


ii) Density functional theory data (ωB97M-V/def2-TZVPD) for the ion C4H6IN2 with charge +1.

## Properties
* net charge: +1
* LUMO energy: -4.0554 eV

```
13
Properties=species:S:1:pos:R:3:lowdin_charge:R:1
C 1.66 2.30 0.14 0.212
C 0.60 1.72 -0.13 -0.125
C -1.68 1.07 -0.25 -0.412
C 0.15 -0.44 0.44 -0.131
N -0.42 0.81 -0.10 -0.261
N -0.14 -1.59 -0.43 0.248
I -3.19 -0.46 0.01 0.877
H 2.60 2.75 0.07 0.042
H -1.13 -1.67 -0.28 -0.032
H -0.08 -0.48 1.50 0.167
H 1.21 -0.27 0.39 0.129
H 0.32 -2.30 -0.01 0.135
H 0.12 -1.44 -1.34 0.152
```


Each structure's energy above the most stable one, in eV: i) 0.000; ii) 1.007.


i) Density functional theory data (ωB97M-V/def2-TZVPD) for a cluster of 2 separate species, C3H13N2O in total.

## Properties
* net charge: +1
* LUMO energy: -3.1751 eV

```
19
Properties=species:S:1:pos:R:3:lowdin_charge:R:1
C 1.01 0.06 -1.48 -0.205
N -0.12 0.96 -1.69 0.000
C 0.71 -0.92 -0.29 -0.126
N -0.75 -1.01 -0.05 -0.025
C -1.31 -0.90 1.33 0.015
H 1.15 -0.60 -2.34 0.123
H 1.95 0.59 -1.27 0.124
H -0.27 1.17 -2.67 0.095
H -0.01 1.84 -1.21 0.081
H 1.19 -1.88 -0.50 0.130
H 1.24 -0.76 0.67 0.133
H -1.21 -1.80 -0.53 0.190
H -1.24 -0.34 -0.66 0.142
H -2.36 -0.68 1.24 0.106
H -1.14 -1.82 1.90 0.107
H -0.80 -0.16 1.95 0.086
H 0.64 2.32 1.14 0.038
H 0.27 2.01 2.52 0.051
O 1.05 1.92 1.94 -0.066
```


ii) Density functional theory data (ωB97M-V/def2-TZVPD) for a cluster of 2 separate species, C3H13N2O in total.

## Properties
* net charge: +1
* LUMO energy: -3.0762 eV

```
19
Properties=species:S:1:pos:R:3:lowdin_charge:R:1
N -1.83 -1.12 0.42 0.005
C -1.40 0.14 0.95 -0.272
C 0.14 0.12 1.10 -0.158
N 0.66 -0.62 -0.01 -0.042
C 2.12 -0.38 -0.15 -0.007
H -2.67 -0.77 -0.16 0.141
H 0.45 -0.28 -0.98 0.161
H -1.98 -1.87 1.12 0.115
H -1.45 0.95 0.32 0.073
H -1.86 0.57 1.85 0.135
H 0.73 1.02 0.98 0.123
H 0.35 -0.39 2.12 0.177
H 0.21 -1.49 0.14 0.137
H 2.59 -0.70 0.78 0.106
H 2.38 0.73 -0.14 0.134
H 2.60 -0.79 -1.03 0.106
H -1.11 1.98 -2.41 0.051
H 0.32 1.19 -2.79 0.086
O -0.23 1.70 -2.12 -0.071
```


Each structure's energy above the most stable one, in eV: i) 0.000; ii) 0.975.


i) Density functional theory data (ωB97M-V/def2-TZVPD) for a cluster of 2 separate species, C3H13N2O in total.

## Properties
* net charge: +1
* LUMO energy: -2.9311 eV

```
19
Properties=species:S:1:pos:R:3:lowdin_charge:R:1
C -0.57 1.34 -0.68 -0.260
N -1.02 2.03 0.47 -0.023
C 0.85 0.72 -0.34 -0.071
N 0.80 -0.11 1.01 0.008
C -0.41 -0.98 1.20 -0.012
H -0.38 2.01 -1.49 0.112
H -1.25 0.55 -0.98 0.121
H -0.79 3.03 0.69 0.115
H -2.04 1.93 0.66 0.103
H 1.61 1.52 -0.18 0.137
H 1.11 0.00 -1.08 0.093
H 1.66 -0.67 0.91 0.174
H 0.83 0.63 1.78 0.195
H -0.49 -1.50 0.31 0.036
H -1.34 -0.41 1.37 0.102
H -0.25 -1.74 1.98 0.114
H 0.12 -3.42 -1.84 0.094
H 1.09 -2.40 -2.27 0.057
O 0.48 -2.53 -1.52 -0.094
```


ii) Density functional theory data (ωB97M-V/def2-TZVPD) for a cluster of 2 separate species, C3H13N2O in total.

## Properties
* net charge: +1
* LUMO energy: -2.8997 eV

```
19
Properties=species:S:1:pos:R:3:lowdin_charge:R:1
C 0.24 -0.05 1.40 -0.149
C 0.63 1.10 0.48 -0.154
C 1.04 0.74 -0.95 -0.212
N 1.46 -0.68 -1.10 -0.021
N -0.36 -1.18 0.66 0.146
H 1.12 -0.41 1.94 0.128
H -0.45 0.25 2.18 0.129
H 1.47 1.58 0.94 0.114
H -0.20 1.79 0.48 0.111
H 1.85 1.37 -1.31 0.118
H 0.20 0.91 -1.63 0.116
H 2.26 -0.85 -0.49 0.107
H 0.21 -1.30 -0.24 0.096
H 1.92 -0.80 -2.00 0.104
H -0.44 -2.10 1.08 0.169
H -1.31 -0.93 0.34 0.109
H -3.61 0.49 -0.01 0.067
H -3.17 -0.01 -1.34 0.065
O -2.85 0.08 -0.44 -0.044
```


Each structure's energy above the most stable one, in eV: i) 0.918; ii) 0.000.